Entry 1:
A molecular structure, C32H39BF4N5OP2Se4Tc, computed with wB97M-V/def2-TZVPD.

Positions of all 89 atoms, in Å:
Tc -1.48 0.21 1.22
Se 1.18 -0.25 4.59
Se 1.14 1.78 5.45
Se -0.35 3.10 4.16
Se -1.86 1.62 3.28
C -3.56 -4.09 3.49
N -2.67 -2.93 3.53
C -2.46 -2.26 4.81
C -2.19 -2.36 2.42
N -1.30 -1.39 2.46
N -2.65 -2.85 1.22
C -2.32 -2.40 -0.04
N -2.73 -3.21 -1.04
N -1.64 -1.32 -0.22
H -3.53 -4.57 4.46
H -3.21 -4.82 2.76
H -4.58 -3.79 3.27
H -3.22 -2.61 5.50
H -2.57 -1.18 4.70
H -1.48 -2.48 5.23
H -0.92 -1.19 3.38
H -3.53 -3.34 1.28
H -3.38 -3.96 -0.85
H -2.78 -2.82 -1.97
H -1.38 -1.19 -1.19
C -2.81 3.97 0.58
C -3.06 2.66 -0.08
C -4.31 2.43 -0.83
O -2.24 1.74 0.05
H -3.30 4.78 0.05
H -1.75 4.15 0.71
H -3.25 3.89 1.58
H -4.49 3.25 -1.54
H -5.13 2.44 -0.11
H -4.31 1.47 -1.33
F -3.64 -0.07 1.67
B -4.91 -0.56 1.04
F -5.22 -1.76 1.68
F -4.62 -0.77 -0.31
F -5.84 0.42 1.23
C 0.76 0.93 -1.33
P 0.75 0.69 0.50
C 2.07 -0.51 0.83
C 1.74 -1.82 1.18
C 2.75 -2.75 1.40
C 4.08 -2.38 1.26
C 4.40 -1.09 0.88
C 3.40 -0.16 0.66
C 1.40 2.30 1.05
C 2.33 2.39 2.07
C 2.83 3.63 2.46
C 2.37 4.79 1.84
C 1.42 4.70 0.83
C 0.94 3.47 0.43
P 0.82 -0.59 -2.38
C 0.65 0.17 -4.05
C 1.01 -0.63 -5.14
C 0.90 -0.16 -6.44
C 0.42 1.13 -6.67
C 0.04 1.92 -5.60
C 0.16 1.45 -4.30
C 2.60 -0.98 -2.39
C 3.00 -2.28 -2.06
C 4.34 -2.63 -2.11
C 5.29 -1.70 -2.48
C 4.91 -0.40 -2.80
C 3.57 -0.05 -2.76
H 1.57 1.61 -1.59
H -0.19 1.42 -1.55
H 0.71 -2.10 1.30
H 2.49 -3.76 1.69
H 4.86 -3.11 1.44
H 5.44 -0.81 0.75
H 3.67 0.85 0.35
H 2.69 1.50 2.57
H 3.56 3.69 3.25
H 2.76 5.75 2.15
H 1.07 5.60 0.35
H 0.22 3.42 -0.37
H 1.39 -1.63 -4.97
H 1.19 -0.79 -7.27
H 0.34 1.50 -7.69
H -0.34 2.92 -5.78
H -0.15 2.10 -3.49
H 2.25 -3.00 -1.77
H 4.64 -3.65 -1.86
H 6.34 -1.98 -2.52
H 5.65 0.33 -3.10
H 3.27 0.96 -3.05

Its LUMO energy (alpha / beta) is -2.48 / -3.97 eV. Its spin multiplicity is 4. The total energy is -12385.541124 Ha. Its net charge is +1.

natural (NBO) population analysis, charges in e, atoms 1 to 2: atom 1 (Tc): 0.77, atom 2 (Se): -0.26

Entry 2:
A molecular structure, C32H39F6N7O3S2SbSn, computed with wB97M-V/def2-TZVPD.

Positions of all 91 atoms, in Å:
Sn 0.92 0.71 0.11
N 2.09 5.01 0.05
C 2.16 3.67 0.29
S 2.49 2.63 -1.08
N 2.03 3.30 1.54
N 2.09 1.93 1.69
C 2.51 1.49 2.80
C 2.69 0.08 3.11
C 3.00 -0.26 4.43
C 3.33 -1.54 4.81
C 3.40 -2.53 3.83
C 3.10 -2.22 2.51
C 2.70 -0.93 2.11
O 2.40 -0.71 0.85
H 1.85 5.27 -0.89
H 1.60 5.55 0.76
H 2.81 2.22 3.56
H 2.99 0.54 5.17
H 3.55 -1.78 5.85
H 3.69 -3.54 4.09
H 3.20 -2.97 1.74
C -2.52 2.29 3.10
C -1.70 1.10 2.65
O -0.60 1.32 2.17
C -2.25 -0.26 2.82
C -3.38 -0.44 3.63
C -3.93 -1.68 3.87
C -3.33 -2.80 3.27
C -2.23 -2.67 2.46
C -1.64 -1.39 2.17
O -0.68 -1.31 1.34
H -2.02 3.19 2.75
H -2.59 2.32 4.19
H -3.53 2.26 2.70
H -3.83 0.43 4.09
H -4.80 -1.79 4.51
H -3.74 -3.79 3.45
H -1.79 -3.53 1.98
F -1.28 5.18 -0.03
Sb -1.31 7.06 -0.06
F -2.52 7.09 1.41
F 0.15 7.11 1.16
F -0.08 7.05 -1.50
F -1.33 8.96 -0.09
F -2.76 7.04 -1.28
C -2.37 -0.79 -5.40
C -1.75 0.28 -4.56
C -1.92 1.65 -4.55
C -1.04 2.13 -3.54
N -0.39 1.12 -2.98
N -0.83 0.02 -3.61
C -0.83 3.53 -3.08
H -2.94 -0.34 -6.21
H -3.05 -1.41 -4.81
H -1.61 -1.44 -5.83
H -2.57 2.22 -5.19
H -0.50 -0.88 -3.27
H -0.76 4.22 -3.92
H 0.09 3.59 -2.50
H -1.65 3.87 -2.44
N 0.72 -3.33 0.14
C 1.61 -3.11 -0.84
S 1.33 -2.14 -2.17
N 2.78 -3.81 -0.69
C 4.00 -3.55 -1.34
C 4.74 -4.61 -1.86
C 5.98 -4.38 -2.45
C 6.47 -3.09 -2.53
C 5.73 -2.03 -2.01
C 4.51 -2.26 -1.40
H 0.01 -2.59 0.33
H 1.12 -3.62 1.02
H 2.76 -4.58 -0.05
H 4.33 -5.61 -1.82
H 6.54 -5.21 -2.85
H 7.43 -2.90 -2.99
H 6.12 -1.02 -2.05
H 3.94 -1.45 -0.96
C -3.63 -2.07 -2.07
C -3.43 -1.40 -0.72
C -4.70 -1.49 0.14
C -2.98 0.01 -0.86
H -4.00 -3.09 -1.95
H -2.69 -2.12 -2.63
H -4.36 -1.52 -2.68
H -2.65 -1.94 -0.18
H -5.53 -0.99 -0.36
H -4.54 -1.02 1.11
H -4.97 -2.53 0.31
H -2.72 0.57 0.03
H -2.74 0.45 -1.82

Its LUMO energy (alpha / beta) is 3.84 / 3.84 eV. Its spin multiplicity is 2. As for the relative energy (zero: lowest compared OMol25 entry of this formula, charge and spin): 9.75 kcal per mole. The total energy is -3702.222184 Ha. Its net charge is -2.

Löwdin population analysis, charges in e, atoms 1 to 2: atom 1 (Sn): 1.19, atom 2 (N): 0.07

Entry 3:
A molecular structure, C32H39GdIN3O2PSe2, computed with wB97M-V/def2-TZVPD.

Positions of all 81 atoms, in Å:
Gd 1.57 1.48 0.91
Se 2.31 2.91 3.51
Se 4.06 0.28 2.00
C 4.44 0.64 0.20
C 5.72 0.30 -0.38
C 5.85 0.38 -1.74
C 4.76 0.67 -2.55
C 3.60 1.12 -1.97
N 3.51 1.22 -0.61
C 1.24 1.41 3.97
C 0.94 1.30 5.32
C 0.11 0.25 5.77
C -0.35 -0.68 4.76
C -0.07 -0.48 3.48
N 0.71 0.59 3.03
H 6.45 -0.13 0.32
H 6.81 0.25 -2.20
H 4.85 0.67 -3.65
H 2.73 1.27 -2.63
H 1.53 1.91 6.02
H -0.23 0.28 6.84
H -0.90 -1.55 5.04
H -0.44 -1.18 2.70
I 1.76 4.08 -0.92
C 0.47 3.69 0.75
H -0.57 3.96 0.42
H 0.77 4.44 1.51
C 4.96 -5.26 -0.98
C 3.53 -5.03 -0.66
C 2.96 -5.86 0.25
C 1.68 -5.65 0.66
C 0.89 -4.62 0.13
C 1.45 -3.78 -0.88
N 0.58 -2.87 -1.53
C -0.74 -2.61 -1.13
C -1.73 -3.55 -1.35
C -3.06 -3.31 -1.06
C -3.42 -2.19 -0.26
C -2.41 -1.29 0.13
C -1.14 -1.33 -0.46
C -0.32 -0.14 -0.24
O 0.95 -0.26 -0.54
O -0.78 0.99 0.06
C 2.75 -4.01 -1.29
C 3.43 -3.31 -2.52
H 5.48 -4.33 -1.28
H 5.08 -6.06 -1.70
H 5.51 -5.71 -0.08
H 3.50 -6.73 0.62
H 1.36 -6.30 1.50
H -0.14 -4.46 0.52
H 0.99 -1.94 -1.75
H -1.50 -4.49 -1.80
H -3.85 -3.94 -1.43
H -4.43 -2.24 0.19
H -2.70 -0.52 0.81
H 2.72 -2.86 -3.26
H 3.96 -4.05 -3.15
H 4.04 -2.43 -2.21
C -3.87 2.75 1.74
C -3.36 2.92 0.30
P -3.39 4.68 -0.35
C -5.23 5.06 -0.34
C -6.08 3.85 -0.81
C -2.92 4.48 -2.11
C -3.19 3.24 -2.90
H -4.00 1.69 1.92
H -4.84 3.29 1.84
H -3.18 3.15 2.52
H -3.87 2.22 -0.38
H -2.29 2.66 0.17
H -5.29 6.00 -0.83
H -5.42 5.20 0.73
H -5.89 3.50 -1.86
H -7.22 4.15 -0.81
H -6.02 3.11 0.01
H -1.89 4.84 -2.14
H -3.45 5.39 -2.49
H -2.52 2.36 -2.71
H -3.12 3.61 -3.94
H -4.21 2.90 -2.74

Its LUMO energy (alpha / beta) is -2.98 / -6.43 eV. Its spin multiplicity is 8. As for the relative energy (zero: lowest compared OMol25 entry of this formula, charge and spin): 40.05 kcal per mole. The total energy is -7764.716445 Ha. Its net charge is +1.

Löwdin population analysis, charges in e, atoms 1 to 2: atom 1 (Gd): 1.22, atom 2 (Se): 0.73